A structure of composition C24H27InN6O6S3Se2, computed with ωB97M-V/def2-TZVPD.

The geometry in XYZ format:
```
69
C24H27InN6O6S3Se2, DFT ωB97M-V/def2-TZVPD
In 11.669 8.577 12.799
N 14.893 7.175 9.814
C 13.961 7.199 10.728
N 13.211 8.291 11.044
C 13.458 9.426 10.413
N 12.852 10.542 10.724
N 12.202 10.465 11.885
C 11.444 11.457 12.396
C 10.843 11.328 13.685
C 10.296 12.475 14.359
C 9.716 12.365 15.591
C 9.609 11.080 16.132
C 10.179 9.985 15.516
N 10.801 10.128 14.320
C 14.295 9.424 9.152
C 14.460 10.608 8.363
C 15.396 10.511 7.336
C 16.192 9.358 7.168
C 16.073 8.220 7.949
C 15.093 8.296 8.959
H 16.812 6.382 10.355
H 13.729 6.311 11.284
H 11.381 12.439 11.895
H 10.183 13.424 13.847
H 9.273 13.210 16.090
H 9.088 10.813 17.053
H 10.107 8.976 15.919
H 13.922 11.522 8.588
H 15.655 11.391 6.715
H 17.029 9.479 6.522
H 16.618 7.301 7.799
C 7.353 4.867 17.398
Se 8.344 5.887 16.060
C 7.059 5.555 14.565
C 5.799 6.299 14.670
Se 5.924 7.944 13.601
C 5.589 6.971 11.924
H 7.282 5.545 18.232
H 7.793 3.924 17.575
H 6.293 4.711 17.003
H 6.863 4.478 14.665
H 7.642 5.872 13.708
H 5.623 6.725 15.677
H 4.971 5.659 14.338
H 6.491 6.407 11.649
H 5.311 7.724 11.160
H 4.729 6.295 12.037
N 13.691 8.520 14.797
C 14.895 7.935 14.310
C 15.141 6.579 14.377
C 16.283 6.071 13.752
C 17.059 6.897 13.020
C 16.899 8.301 13.104
C 15.821 8.800 13.788
S 18.278 6.286 11.886
O 17.763 6.706 10.419
O 19.496 7.030 12.107
O 18.274 4.818 11.913
H 13.734 9.514 15.017
H 13.187 8.007 15.527
H 14.452 5.926 14.932
H 16.572 5.024 13.938
H 17.660 8.984 12.710
H 15.667 9.873 13.745
O 8.628 5.972 11.956
S 9.892 6.507 11.597
O 9.844 8.025 11.454
O 10.484 5.920 10.440
S 11.221 6.127 13.361
```

## Properties
* HOMO energy: -7.91 eV
* calculated total energy: -214922.9330 eV
* charge: 0



A cluster of 3 separate species, CH8NO3 in total, computed with ωB97M-V/def2-TZVPD.

The geometry in XYZ format:
```
13
CH8NO3, DFT ωB97M-V/def2-TZVPD
N 0.543 0.119 1.760
C -0.804 0.253 1.089
O -0.830 -0.240 -0.176
H 1.129 0.716 1.187
H 0.811 -0.841 1.549
H -0.927 1.351 1.079
H -1.508 -0.277 1.740
H -0.464 1.150 -0.967
H -0.949 1.431 -2.427
O -0.380 1.799 -1.748
H 0.425 -1.833 -0.706
H 1.680 -1.417 -1.375
O 1.273 -2.211 -1.006
```

## Properties
* HOMO energy: -3.75 eV
* calculated total energy: -8800.1958 eV
* charge: -1



Respective ΔE to the lowest compared entry with this formula, charge and spin values: 10.07; 6.37 kcal per mole.
Respective orbital gap values: 5.755; 8.238 eV.
Respective max |F| values: 3.5; 1.2 eV/Å.